15
Properties=species:S:1:pos:R:3:forces:R:3 method="wB97M-V/def2-TZVPD" total_energy_ev=-28460.97379 multiplicity=1 lumo_ev="-8.38 / -6.80" total_charge=+1 relative_energy_kj_mol=363.9 e_homo_ev="-13.4 / -14.2" max_force_ev_per_a=3.92 gap_ev="5.01 / 7.41"
S 3.027 -0.151 0.867 -0.81 0.40 0.40
P -0.608 0.385 1.141 -0.16 2.60 -0.70
O -1.289 1.113 2.403 0.66 -1.19 0.25
O -0.181 1.618 0.154 -0.95 1.33 1.37
O -1.947 -0.148 0.497 0.27 -0.98 0.84
C 2.857 -0.423 -0.861 -2.31 -0.86 0.92
C -1.892 -0.838 -0.722 -1.55 -0.94 -3.47
H 3.796 -0.214 -1.317 0.62 -0.71 -0.77
H -2.479 -1.854 -0.726 1.37 1.92 0.51
H -0.661 2.534 0.290 1.11 -2.58 -0.24
H -1.678 0.403 2.971 0.11 0.88 -0.11
H 2.051 0.175 -1.317 0.34 0.20 0.28
H 2.341 -1.460 -0.803 1.53 1.02 -0.81
H -2.503 -0.155 -1.436 1.29 -1.28 0.82
H -0.834 -0.984 -1.141 -1.51 0.19 0.70